No. 1
{"formula": "C22H30BrNO21", "method": "ωB97M-V with the def2-TZVPD basis set", "total_energy_ha": -5064.88979, "charge": 0, "lumo_ev": -0.5, "smiles": "O=C(O)N(Br)C[C@@H]1CO1.O=C1OCCO1.O=C1OCCO1.O=C1OCCO1.O=C1OCCO1.O=C1OCCO1.O=C1OCCO1", "largest_force_ev_per_a": 8.503, "e_homo_ev": -9.12, "orbital_gap_ha": 0.31737, "molar_mass_g_mol": 724.37, "symbols": ["O", "C", "O", "N", "Br", "C", "C", "C", "O", "H", "H", "H", "H", "H", "H", "O", "C", "O", "C", "C", "O", "H", "H", "H", "H", "O", "C", "O", "C", "C", "O", "H", "H", "H", "H", "O", "C", "O", "C", "C", "O", "H", "H", "H", "H", "O", "C", "O", "C", "C", "O", "H", "H", "H", "H", "O", "C", "O", "C", "C", "O", "H", "H", "H", "H", "O", "C", "O", "C", "C", "O", "H", "H", "H", "H"], "positions_angstrom": [[2.471, -1.148, -2.841], [1.906, -0.483, -3.886], [2.392, -0.843, -5.225], [0.826, 0.512, -3.541], [1.572, 1.917, -2.538], [0.159, 1.120, -4.753], [-1.596, 1.044, -4.445], [-2.138, -0.490, -3.838], [-2.399, 0.066, -5.363], [1.909, -1.694, -5.454], [0.198, 0.472, -5.726], [0.407, 2.256, -4.906], [-2.152, 2.075, -3.997], [-3.283, -0.727, -3.791], [-1.249, -1.245, -3.753], [-1.729, 1.399, -0.656], [-1.166, 1.748, 0.369], [-0.343, 2.833, 0.465], [-0.078, 3.026, 1.842], [-0.311, 1.673, 2.430], [-1.277, 1.104, 1.567], [0.946, 3.376, 1.995], [-0.773, 3.777, 2.233], [0.589, 1.049, 2.413], [-0.688, 1.723, 3.455], [6.585, -5.116, 0.676], [5.967, -4.372, -0.067], [6.406, -3.969, -1.295], [5.322, -3.311, -1.924], [4.478, -2.865, -0.774], [4.746, -3.834, 0.222], [5.677, -2.473, -2.530], [4.803, -4.025, -2.572], [4.772, -1.879, -0.398], [3.413, -2.848, -1.022], [1.094, 5.109, 3.947], [2.279, 4.835, 3.856], [3.177, 5.535, 3.102], [4.463, 5.048, 3.439], [4.185, 3.676, 3.960], [2.880, 3.788, 4.494], [5.115, 5.036, 2.561], [4.902, 5.703, 4.198], [4.179, 2.920, 3.167], [4.896, 3.373, 4.734], [-4.954, -0.776, -3.002], [-5.238, -1.675, -2.228], [-5.044, -3.002, -2.481], [-5.284, -3.691, -1.268], [-6.173, -2.758, -0.513], [-5.792, -1.483, -0.995], [-5.759, -4.657, -1.459], [-4.327, -3.859, -0.762], [-7.233, -2.918, -0.736], [-6.024, -2.824, 0.568], [-8.466, -3.453, 3.606], [-9.083, -2.709, 2.863], [-8.644, -2.306, 1.635], [-9.728, -1.647, 1.007], [-10.572, -1.201, 2.156], [-10.304, -2.170, 3.152], [-9.374, -0.809, 0.400], [-10.247, -2.361, 0.359], [-10.279, -0.216, 2.533], [-11.637, -1.184, 1.908], [4.440, 1.690, 1.544], [5.625, 1.416, 1.453], [6.523, 2.115, 0.699], [7.809, 1.628, 1.036], [7.531, 0.256, 1.557], [6.225, 0.369, 2.091], [8.461, 1.616, 0.158], [8.247, 2.284, 1.795], [7.525, -0.499, 0.764], [8.242, -0.047, 2.331]], "mulliken_charge": [-0.491, 0.326, -0.425, 0.089, 0.010, -0.619, 0.247, -0.389, -0.479, 0.363, 0.278, 0.356, 0.238, 0.455, 0.073, -0.543, 0.585, -0.310, 0.126, -0.320, -0.312, -0.078, 0.290, 0.242, 0.295, -0.556, 0.609, -0.335, -0.294, 0.104, -0.339, 0.296, 0.269, 0.009, 0.239, -0.564, 0.652, -0.319, -0.383, 0.213, -0.328, 0.285, 0.294, -0.084, 0.333, -0.636, 0.667, -0.307, -0.253, -0.227, -0.299, 0.291, 0.252, 0.163, 0.304, -0.545, 0.580, -0.177, -0.340, -0.376, -0.317, 0.324, 0.292, 0.265, 0.298, -0.764, 0.790, -0.293, -0.323, -0.265, -0.283, 0.302, 0.244, 0.209, 0.314]}


No. 2
{"formula": "C4H5NO2", "method": "ωB97M-V with the def2-TZVPD basis set", "total_energy_ha": -360.55520, "charge": 0, "lumo_ev": -0.4, "smiles": "O=CC(=O)N1CC1", "largest_force_ev_per_a": 2.586, "e_above_lowest_kcal_mol": 71.7, "e_homo_ev": -10.00, "orbital_gap_ha": 0.35359, "molar_mass_g_mol": 99.09, "symbols": ["O", "C", "C", "O", "N", "C", "C", "H", "H", "H", "H", "H"], "positions_angstrom": [[-0.256, -2.604, 0.152], [-0.524, -1.953, -0.826], [-0.596, -0.431, -0.833], [-0.945, 0.169, -1.824], [-0.359, 0.158, 0.393], [0.014, 1.510, 0.474], [0.912, 0.370, 1.007], [-0.771, -2.386, -1.812], [-0.392, 2.183, 1.210], [0.287, 1.924, -0.507], [1.715, 0.870, 0.493], [0.916, 0.189, 2.075]], "mulliken_charge": [-0.438, -0.004, 0.514, -0.528, -0.094, -0.393, -0.588, 0.356, 0.288, 0.265, 0.346, 0.275]}


No. 3
{"formula": "C8H14N5", "method": "ωB97M-V with the def2-TZVPD basis set", "total_energy_ha": -586.71316, "charge": 1, "lumo_ev": -5.7, "smiles": "C[C@@H](C[C@@H]1N=CC=[NH+]1)N=C=NCN", "largest_force_ev_per_a": 1.757, "e_above_lowest_kcal_mol": 41.5, "e_homo_ev": -11.54, "orbital_gap_ha": 0.21278, "molar_mass_g_mol": 180.24, "symbols": ["C", "C", "C", "C", "N", "C", "C", "N", "N", "C", "N", "C", "N", "H", "H", "H", "H", "H", "H", "H", "H", "H", "H", "H", "H", "H", "H"], "positions_angstrom": [[-2.748, -0.723, -1.206], [-1.508, 0.070, -0.772], [-1.744, 0.613, 0.646], [-0.677, 1.659, 1.071], [0.629, 1.137, 0.975], [1.142, 1.108, 2.162], [0.240, 1.641, 3.126], [-0.839, 2.010, 2.471], [-0.371, -0.778, -0.736], [0.476, -1.190, -1.496], [1.307, -1.833, -2.077], [2.716, -1.802, -2.338], [3.520, -1.540, -1.191], [-2.598, -1.120, -2.205], [-3.623, -0.079, -1.219], [-2.926, -1.551, -0.526], [-1.354, 0.907, -1.469], [-1.698, -0.223, 1.346], [-2.727, 1.081, 0.706], [-0.785, 2.538, 0.424], [2.129, 0.734, 2.354], [0.374, 1.752, 4.185], [-1.684, 2.388, 2.875], [2.979, -2.775, -2.761], [2.914, -1.023, -3.091], [3.586, -2.315, -0.542], [3.269, -0.684, -0.713]], "mulliken_charge": [-1.496, 0.399, -1.032, -0.049, -0.188, -0.182, -0.157, 0.037, -0.411, 0.450, -0.364, -0.394, -0.517, 0.402, 0.402, 0.384, 0.343, 0.377, 0.481, 0.315, 0.425, 0.434, 0.245, 0.321, 0.304, 0.264, 0.207]}


> Among the records above, which one has the highest charge?

C8H14N5


> The highest charge belongs to which entry?

C8H14N5


> Which value of charge does entry 1 give?

0